Molecular formula: C31H31ClLaN2O3P
Method: DFT, wB97M-V/def2-TZVPD

Largest force on an atom = 2.12 eV/Å
Molecular weight = 684.93 g mol⁻¹
Charge = 0
Kohn-Sham gap = 0.2673 Ha
Total energy = -64448.5191 eV
ΔE to the lowest compared entry with this formula, charge and spin = 5.0 kcal per mole

Last column: Löwdin charge in e.
Atoms and positions in Å:
C1 -0.72598 -1.36774 1.81335  -0.250
C2 -0.52816 -1.35884 0.40538  -0.235
C3 0.73355 -1.98187 0.14012  -0.226
H1 -1.22748 -0.97590 -0.34284  0.092
C4 1.31983 -2.34728 1.39564  -0.239
C5 0.42101 -1.96618 2.43313  -0.245
H2 0.56975 -2.11318 3.50646  0.101
H3 -1.62596 -1.02788 2.31689  0.092
H4 1.14294 -2.18809 -0.85523  0.095
H5 2.27253 -2.86624 1.53919  0.101
La1 1.26411 0.43897 1.44854  1.775
Cl1 2.76364 1.72955 -0.24201  -0.279
P1 -0.06024 0.38497 -3.05415  1.059
C6 1.14550 -0.70947 -3.79344  -0.394
C7 0.85486 -1.56980 -4.86774  -0.092
H6 -0.13114 -1.55904 -5.33177  0.104
C8 1.83765 -2.44864 -5.32274  -0.086
H7 1.61159 -3.13249 -6.14438  0.103
C9 3.10112 -2.46844 -4.71794  -0.087
H8 3.86444 -3.16556 -5.07241  0.101
C10 3.38692 -1.61867 -3.63857  -0.085
H9 4.35874 -1.65932 -3.14372  0.105
C11 2.42422 -0.72868 -3.18676  -0.114
H10 2.63357 -0.05126 -2.35596  0.040
C12 -1.71036 -0.14363 -3.53737  -0.376
C13 -2.05450 -1.50612 -3.36344  -0.119
H11 -1.30884 -2.21678 -2.99937  0.106
C14 -3.35159 -1.92354 -3.64104  -0.089
H12 -3.61752 -2.97012 -3.49326  0.104
C15 -4.30452 -1.00032 -4.09239  -0.092
H13 -5.31391 -1.33950 -4.33224  0.100
C16 -3.97850 0.35792 -4.20758  -0.089
H14 -4.73510 1.08109 -4.51199  0.103
C17 -2.68983 0.79812 -3.91729  -0.085
H15 -2.43267 1.85786 -3.97027  0.100
C18 0.28465 2.05924 -3.61232  -0.386
C19 0.92260 2.34610 -4.83271  -0.073
H16 1.21337 1.53790 -5.50263  0.106
C20 1.18156 3.67556 -5.16512  -0.084
H17 1.68608 3.91258 -6.10484  0.104
C21 0.80033 4.70584 -4.29584  -0.084
H18 0.98098 5.74668 -4.57211  0.102
C22 0.20711 4.41592 -3.05870  -0.087
H19 -0.06008 5.21338 -2.36524  0.104
C23 -0.03988 3.09634 -2.70692  -0.121
H20 -0.46189 2.84568 -1.73197  0.095
C24 -0.31094 4.72989 4.03043  -0.071
C25 0.18892 3.75777 5.08822  -0.160
C26 -0.41318 2.34100 4.94392  -0.299
C27 0.01535 1.32569 6.04830  -0.154
C28 1.48954 1.28266 6.39904  -0.091
C29 -1.95440 2.46822 4.93977  -0.378
O1 -2.59834 2.75586 5.94128  0.096
N1 -2.60846 2.30372 3.72717  0.207
C30 -2.12023 1.61768 2.60279  -0.494
O2 -2.82752 1.14009 1.73180  0.089
N2 -0.72384 1.52296 2.56626  0.033
C31 0.03397 1.79341 3.62865  -0.442
O3 1.30140 1.50499 3.48875  -0.260
H21 -0.15324 4.36470 3.00700  0.083
H22 0.23222 5.67606 4.14473  0.083
H23 -1.37680 4.95682 4.17371  0.085
H24 1.27566 3.63897 5.04071  0.120
H25 -0.07389 4.11894 6.09445  0.137
H26 -0.57744 1.53713 6.94801  0.124
H27 -0.30233 0.33580 5.67900  0.128
H28 1.76106 2.05711 7.12382  0.082
H29 1.69626 0.31210 6.85566  0.079
H30 2.12204 1.38924 5.51631  0.062
H31 -3.61538 2.42129 3.72635  0.166